C4H8O2 | wB97M-V/def2-TZVPD

Positions of all 14 atoms, in Å:
C 0.500 1.837 1.191
C -0.418 0.627 1.000
C 0.095 -0.398 0.018
O 1.092 -1.048 0.229
O -0.684 -0.598 -1.056
C -0.300 -1.744 -1.823
H 0.236 2.353 2.120
H 1.542 1.516 1.273
H 0.425 2.562 0.375
H -0.410 0.053 1.930
H -1.445 0.928 0.780
H -1.070 -1.872 -2.585
H 0.681 -1.597 -2.282
H -0.245 -2.619 -1.169

HOMO-LUMO gap, hartree: 0.4176
Net charge: 0
Highest occupied orbital energy, hartree: -0.381
SMILES: CCC(=O)OC
E_tot, eV: -8372.82259



C4H8O2 | wB97M-V/def2-TZVPD

Positions of all 14 atoms, in Å:
C 1.185 1.167 0.165
C 1.211 -0.284 -0.248
O 2.163 -0.724 -0.857
C 0.038 -1.164 0.145
C -1.279 -0.408 0.164
O -1.407 0.288 -1.102
H 2.144 1.628 -0.033
H 0.902 1.340 1.218
H 0.411 1.703 -0.455
H -0.021 -2.043 -0.523
H 0.216 -1.521 1.193
H -2.084 -1.108 0.286
H -1.287 0.247 1.055
H -2.191 0.880 -1.009

HOMO-LUMO gap, hartree: 0.3750
Net charge: 0
Highest occupied orbital energy, hartree: -0.350
SMILES: CC(=O)CCO
E_tot, eV: -8372.23399